Density functional theory data (ωB97M-V/def2-TZVPD) for a structure of composition C26H59LuNOP3 in a non-equilibrium geometry.

Atoms and positions in Å:
Lu: -0.3411 0.6639 -1.0382
P: -0.4697 -1.4147 -2.2124
P: -0.1619 2.9840 -0.3498
N: 0.9222 1.2405 -2.7157
C: 1.1389 -1.1751 -3.1219
H: 1.7788 -2.0385 -2.8916
H: 0.8977 -1.2379 -4.1954
C: 1.8886 0.1211 -2.8328
H: 2.4344 0.0669 -1.8766
H: 2.6122 0.3606 -3.6192
C: 1.4631 2.6373 -2.6402
H: 0.7995 3.2590 -3.2339
H: 2.4510 2.6373 -3.0866
C: 1.4955 3.1279 -1.1826
H: 1.7943 4.1847 -1.1533
H: 2.2317 2.5543 -0.5958
C: -0.0181 3.3194 1.3941
C: 0.1710 2.1195 2.3358
H: 1.1899 1.7084 2.3146
H: -0.5371 1.3005 2.0888
H: -0.0508 2.4188 3.3676
C: -1.2734 4.1390 -1.1740
C: -2.7323 3.9603 -0.6739
H: -3.4163 4.0261 -1.5213
H: -3.0038 4.7359 0.0451
H: -2.8644 2.9742 -0.2002
C: -1.7308 -1.7109 -3.4366
C: -2.9458 -2.3829 -2.7737
H: -3.8433 -2.3090 -3.4109
H: -3.1656 -1.9227 -1.8128
H: -2.7431 -3.4522 -2.6296
C: -0.1810 -2.8397 -1.1222
C: -1.2649 -3.0600 -0.0700
H: -0.8957 -3.7470 0.7075
H: -2.1847 -3.4869 -0.4867
H: -1.5452 -2.1185 0.4315
C: -2.1404 0.3473 -0.0238
C: -0.7662 5.5844 -0.9630
H: 0.0417 5.6381 -0.2422
H: -0.4169 6.0211 -1.9105
H: -1.5903 6.2183 -0.6039
C: -1.0867 -2.6096 -4.4937
H: -1.7679 -3.4416 -4.7404
H: -0.8830 -2.0520 -5.4024
H: -0.1490 -3.0491 -4.1464
C: 0.0606 -4.0705 -1.9863
H: 0.2829 -4.9366 -1.3364
H: -0.8207 -4.3329 -2.5785
H: 0.9117 -3.9511 -2.6638
C: -1.2247 4.1578 1.8020
H: -2.1766 3.6293 1.6423
H: -1.1750 4.3997 2.8695
H: -1.2480 5.0847 1.2411
H: 0.8908 3.9307 1.4372
H: 0.7477 -2.5787 -0.5837
H: -1.2520 3.8879 -2.2326
H: -2.0543 -0.7568 -3.9036
O: -3.0609 0.1927 0.4809
H: 0.2522 1.1923 -3.4936
H: -1.7346 1.3244 -2.1685
C: -2.0842 -2.1650 2.7230
C: -1.0722 -0.9875 2.6991
C: -0.8534 -0.5063 4.1185
P: 0.6531 -0.8751 1.5581
C: 2.3046 -0.3062 0.6571
C: 3.3732 0.3065 1.5482
C: 3.0622 -1.4067 -0.1070
C: 1.4782 -1.9935 2.8398
C: 2.0811 -1.3299 4.1047
C: 0.8289 -3.3494 3.2183
H: -1.6825 -3.1768 2.8310
H: -2.8178 -2.1510 1.9139
H: -2.7498 -2.0005 3.5793
H: -1.6916 -0.2090 2.2593
H: -0.6030 -1.3310 4.7907
H: -0.1531 0.3268 4.2201
H: -1.8260 -0.1408 4.4956
H: 1.9176 0.5449 -0.0242
H: 3.8325 -0.4693 2.1627
H: 4.1659 0.7165 0.9128
H: 3.0769 1.1394 2.2008
H: 2.5417 -1.9174 -0.9429
H: 3.9567 -0.9893 -0.5697
H: 3.4141 -2.2135 0.5620
H: 2.3508 -2.3215 2.2879
H: 1.4023 -1.1504 4.9482
H: 2.8423 -2.0104 4.5119
H: 2.5639 -0.3719 3.8910
H: 0.5174 -3.9057 2.3216
H: 1.5986 -3.9676 3.7082
H: 0.0317 -3.2617 3.9533

Summary:
LUMO level (spin up / spin down) = -6.749 / -6.742 eV
Charge = +2
2S+1 = 1
HOMO (spin up / spin down) = -13.07 / -13.06 eV
Orbital gap (spin up / spin down) = 6.3 / 6.3 eV

Results of the Löwdin charge analysis, in e, for atoms 1 through 6: number 1, Lu, carries 0.90; number 2, P, carries 0.89; number 3, P, carries 0.88; number 4, N, carries -0.25; number 5, C, carries -0.26; number 6, H, carries 0.09